ORCA calculation (wB97M-V/def2-TZVPD) on 7 unconnected molecules or ions with the total composition C22H45Br4N2O8.

The geometry in ORCA input format:
```
! RIJCOSX wB97M-V def2-TZVPD def2/J DEFGRID3
* xyz 1 1
C 1.669 -0.042 1.316
C 0.271 -0.123 0.790
Br 0.108 -0.468 -1.057
C -0.818 -0.007 1.537
Br -0.723 0.265 3.393
N -2.159 -0.125 1.072
C -2.734 -1.283 0.607
C -4.044 -1.008 0.316
C -5.057 -1.974 -0.235
C -5.106 -3.197 0.668
O -4.371 -4.107 0.546
Br -6.406 -3.161 2.076
N -4.232 0.333 0.631
C -5.479 1.085 0.551
C -6.479 0.583 1.586
O -7.570 0.237 1.350
Br -5.779 0.646 3.389
C -3.074 0.841 1.057
H 1.823 0.930 1.788
H 2.393 -0.201 0.524
H 1.802 -0.813 2.078
H -2.207 -2.218 0.524
H -4.686 -2.333 -1.194
H -6.038 -1.522 -0.345
H -5.280 2.126 0.794
H -5.913 1.003 -0.442
H -2.909 1.860 1.361
C 2.586 4.987 2.718
C 1.440 4.347 1.960
O 1.038 3.102 2.541
H 3.443 4.315 2.751
H 2.892 5.920 2.245
H 2.294 5.208 3.747
H 1.737 4.114 0.939
H 0.583 5.026 1.916
H 0.761 3.276 3.447
C -4.546 5.607 -0.660
C -5.209 4.927 -1.841
O -5.876 3.713 -1.462
H -3.818 4.938 -0.198
H -4.029 6.514 -0.973
H -5.286 5.883 0.096
H -4.470 4.642 -2.582
H -5.928 5.599 -2.317
H -6.552 3.961 -0.821
C -2.306 1.863 -4.689
C -1.611 1.844 -3.341
O -2.425 2.435 -2.319
H -2.544 2.883 -4.983
H -1.672 1.423 -5.459
H -3.241 1.299 -4.652
H -0.684 2.414 -3.370
H -1.369 0.818 -3.056
H -3.259 1.954 -2.311
C 5.572 -3.367 -0.496
C 4.188 -2.846 -0.162
O 4.143 -1.413 -0.148
H 6.308 -3.000 0.215
H 5.589 -4.457 -0.482
H 5.882 -3.034 -1.490
H 3.883 -3.166 0.832
H 3.448 -3.225 -0.877
H 4.403 -1.104 -1.022
C 9.507 -2.638 -2.336
C 9.382 -2.113 -0.918
O 8.809 -3.074 -0.034
H 8.531 -2.940 -2.717
H 9.923 -1.879 -2.999
H 10.161 -3.512 -2.368
H 8.718 -1.250 -0.886
H 10.360 -1.799 -0.541
H 9.381 -3.847 -0.026
C -0.564 -4.752 1.831
C 0.730 -4.321 1.162
O 1.853 -4.462 2.022
H -0.727 -4.177 2.744
H -1.422 -4.616 1.169
H -0.524 -5.806 2.110
H 0.685 -3.263 0.902
H 0.893 -4.887 0.238
H 1.934 -5.389 2.265
*
```

Results
Largest force on an atom, eV/Å: 0.9
E_tot, eV: -323066.2358

=====

ORCA calculation (wB97M-V/def2-TZVPD) on a molecular structure, C22H45CoN5OS3Si3.

The geometry in ORCA input format:
```
! RIJCOSX wB97M-V def2-TZVPD def2/J DEFGRID3
* xyz 1 5
Co 0.905 -0.661 -0.145
N -0.051 -0.334 1.739
C -0.526 -1.603 2.348
C 0.554 -2.660 2.209
N 1.066 -2.730 0.826
C 0.458 -3.739 -0.047
C -0.779 -3.171 -0.711
N -0.420 -1.871 -1.324
H -0.816 0.327 1.670
H 0.667 0.087 2.330
H -0.778 -1.481 3.399
H -1.435 -1.898 1.825
H 1.391 -2.385 2.848
H 0.169 -3.626 2.550
H 2.064 -2.891 0.865
H 1.185 -3.985 -0.825
H 0.218 -4.659 0.485
H -1.155 -3.873 -1.449
H -1.569 -3.004 0.018
H 0.107 -2.042 -2.178
H -1.245 -1.366 -1.620
C 1.551 2.293 0.173
O 0.617 1.464 -0.588
Si -0.362 2.287 -1.731
C 0.725 3.289 -2.849
C -1.362 3.526 -0.775
C -1.304 0.962 -2.600
Si -0.468 0.172 -4.087
C -1.248 -1.443 -4.628
C 1.336 -0.192 -3.682
C -0.617 1.338 -5.527
Si -3.110 0.812 -2.145
C -4.010 -0.672 -2.826
C -3.206 0.629 -0.270
C -4.020 2.320 -2.738
H 2.319 2.706 -0.479
H 2.043 1.678 0.924
H 1.018 3.105 0.671
H 1.216 4.082 -2.274
H 0.110 3.778 -3.617
H 1.500 2.702 -3.356
H -0.688 4.272 -0.344
H -1.969 3.108 0.036
H -2.037 4.064 -1.455
H -0.867 -2.326 -4.095
H -1.011 -1.589 -5.690
H -2.339 -1.441 -4.536
H 1.505 -0.309 -2.611
H 2.005 0.616 -4.004
H 1.674 -1.111 -4.177
H -1.674 1.518 -5.764
H -0.149 0.885 -6.410
H -0.139 2.305 -5.346
H -3.551 -1.639 -2.585
H -4.136 -0.618 -3.913
H -5.014 -0.665 -2.383
H -2.942 -0.391 0.038
H -4.228 0.816 0.085
H -2.536 1.329 0.249
H -3.794 2.518 -3.793
H -3.771 3.219 -2.161
H -5.099 2.146 -2.650
S 5.587 1.538 4.811
C 4.641 0.732 3.736
S 5.050 0.678 2.043
C 3.571 -0.155 1.661
N 2.833 -0.378 2.688
N 3.431 0.080 3.869
C 2.685 -0.201 5.076
C 3.297 -0.386 6.308
C 2.520 -0.659 7.428
C 1.141 -0.764 7.340
C 0.533 -0.602 6.104
C 1.297 -0.320 4.982
S 3.233 -0.570 0.009
H 4.366 -0.335 6.406
H 3.012 -0.794 8.384
H 0.546 -0.971 8.223
H -0.545 -0.692 6.008
H 0.820 -0.178 4.025
*
```

Results
Largest force on an atom, eV/Å: 0.8
E_tot, eV: -126806.5347

=====

ORCA calculation (wB97M-V/def2-TZVPD) on a molecular structure, C22H45CrN2P3SSe.

The geometry in ORCA input format:
```
! RIJCOSX wB97M-V def2-TZVPD def2/J DEFGRID3
* xyz 3 4
Cr -0.049 -0.204 0.577
P 0.161 -2.175 1.729
P 1.898 -0.369 -0.656
P -2.703 -0.409 0.882
H -1.515 1.855 -7.090
C -2.322 2.273 -6.478
C -2.135 3.525 -5.987
H -1.124 3.940 -6.144
C -0.224 -3.635 0.739
C 1.830 -2.486 2.356
C -0.818 -2.360 3.242
C 2.191 0.906 -1.908
C 3.439 -0.394 0.328
C 1.925 -1.928 -1.612
C -3.831 0.682 -0.084
C -3.330 -0.023 2.555
C -3.375 -2.062 0.489
H -3.284 1.777 -6.586
H -2.942 4.230 -5.836
H -0.061 -4.507 1.381
H 0.435 -3.690 -0.131
H -1.262 -3.615 0.398
H 1.766 -3.369 2.997
H 2.199 -1.642 2.944
H 2.530 -2.681 1.541
H -0.394 -3.208 3.786
H -1.865 -2.570 3.025
H -0.754 -1.466 3.865
H 3.204 0.772 -2.312
H 2.104 1.906 -1.463
H 1.460 0.826 -2.723
H 3.985 -1.325 0.115
H 3.219 -0.338 1.402
H 4.054 0.473 0.047
H 2.680 -1.836 -2.400
H 0.943 -2.092 -2.072
H 2.170 -2.775 -0.964
H -4.863 0.457 0.208
H -3.741 0.543 -1.170
H -3.629 1.740 0.133
H -4.421 -0.164 2.541
H -3.084 1.022 2.786
H -2.871 -0.674 3.305
H -4.467 -1.983 0.420
H -3.102 -2.786 1.263
H -2.981 -2.404 -0.476
C -1.343 1.151 -2.761
C -1.845 -0.124 -3.087
C -1.763 -0.526 -4.439
C -1.081 0.304 -5.339
C -0.392 1.508 -4.925
C -0.680 1.979 -3.655
S -1.137 1.968 -1.094
H -1.538 0.653 -0.801
H -2.208 -0.767 -2.284
H -2.214 -1.463 -4.805
H -1.127 0.045 -6.417
H 0.219 2.134 -5.620
H -0.414 2.997 -3.280
C 2.754 2.928 1.798
N 2.809 2.041 2.950
C 3.902 1.822 3.779
C 3.479 0.982 4.753
N 2.151 0.691 4.520
C 1.294 -0.107 5.366
C 1.746 1.295 3.367
Se 0.052 1.294 2.553
H 2.819 2.356 0.847
H 3.601 3.635 1.861
H 1.797 3.482 1.813
H 4.840 2.296 3.589
H 4.003 0.583 5.589
H 1.645 -0.031 6.387
H 0.279 0.268 5.301
H 1.309 -1.150 5.069
*
```

Results
Largest force on an atom, eV/Å: 3.1
E_tot, eV: -158966.5749